# 1
C15H36Cl6O6 | the ωB97M-V functional and the def2-TZVPD basis

frontier orbital gap: 9.966 eV
molar mass: 525.165 g mol⁻¹
highest occupied orbital energy: -0.3463 Eh
total energy: -103553.4563 eV
charge: 0

Each line ends with the natural charge from an NBO analysis.
Atoms and positions in Å:
C 12.04 9.28 15.34  -0.26
O 11.09 8.54 16.24  -0.55
C 10.89 7.22 15.83  -0.07
C 11.80 6.19 16.58  -0.09
O 12.89 5.88 15.70  -0.57
C 13.98 5.05 16.28  -0.25
H 12.24 10.26 15.79  0.20
H 11.59 9.37 14.33  0.17
H 12.99 8.71 15.21  0.19
H 11.22 7.00 14.83  0.18
H 9.83 6.92 15.98  0.18
H 11.30 5.26 16.83  0.16
H 12.11 6.53 17.55  0.17
H 14.46 4.69 15.41  0.20
H 13.56 4.24 16.90  0.17
H 14.69 5.59 16.88  0.18
C 5.43 6.00 8.20  -0.25
O 6.55 6.82 8.55  -0.56
C 7.09 7.52 7.47  -0.07
C 8.35 8.32 7.89  -0.09
O 9.47 7.51 7.93  -0.54
C 10.61 8.28 8.17  -0.26
H 5.57 5.34 7.37  0.18
H 4.54 6.70 8.05  0.17
H 5.18 5.41 9.14  0.20
H 6.32 8.27 7.08  0.16
H 7.37 6.85 6.64  0.18
H 8.11 8.78 8.82  0.18
H 8.46 9.10 7.06  0.17
H 10.47 8.87 9.10  0.18
H 10.91 8.92 7.32  0.17
H 11.51 7.59 8.32  0.20
C 17.63 6.58 10.28  -0.26
O 17.20 6.59 11.62  -0.53
C 16.61 5.35 11.99  -0.08
C 15.18 5.30 11.58  -0.09
O 14.38 6.08 12.40  -0.55
C 13.02 6.01 11.89  -0.27
H 16.85 6.79 9.57  0.17
H 18.14 5.64 9.99  0.16
H 18.42 7.34 10.14  0.19
H 16.64 5.22 13.04  0.20
H 17.16 4.47 11.56  0.17
H 14.91 4.23 11.67  0.15
H 14.91 5.53 10.52  0.17
H 12.81 4.93 11.52  0.18
H 12.97 6.77 11.13  0.18
H 12.35 6.22 12.75  0.21
Cl 6.14 9.40 10.86  0.01
C 6.06 10.20 12.38  -0.44
Cl 4.46 10.73 12.86  -0.03
H 6.41 9.60 13.24  0.23
H 6.68 11.15 12.32  0.23
Cl 14.51 11.06 11.80  -0.02
C 13.91 9.45 11.49  -0.44
Cl 13.90 9.20 9.78  -0.02
H 14.65 8.72 11.92  0.25
H 12.95 9.33 11.95  0.22
Cl 8.64 5.26 11.99  -0.01
C 8.43 6.78 11.16  -0.39
Cl 9.54 8.02 11.87  -0.09
H 8.64 6.80 10.06  0.26
H 7.42 7.10 11.46  0.23

=====

# 2
C15H36F6N5O3P3S | the ωB97M-V functional and the def2-TZVPD basis

frontier orbital gap: 8.404 eV
molar mass: 573.462 g mol⁻¹
highest occupied orbital energy: -0.3250 Eh
total energy: -84740.1949 eV
charge: 0

Each line ends with the natural charge from an NBO analysis.
Atoms and positions in Å:
C 1.66 3.61 1.36  -0.68
C 1.52 2.11 1.44  0.47
C 2.56 1.40 2.27  -0.71
N 0.59 1.55 0.77  -0.60
C -0.39 0.65 1.27  0.13
C 0.01 -0.84 1.59  -0.47
C -0.74 -1.74 0.54  -0.74
P 0.31 -3.06 -0.22  1.38
N -0.38 -3.98 -1.25  -1.30
P -2.26 -2.41 1.46  1.22
N -1.45 -3.17 2.72  -1.16
O -2.86 -3.60 0.50  -0.97
C -0.95 -0.71 -0.56  0.34
O -1.63 -1.05 -1.69  -0.51
C -1.35 -0.20 -2.81  -0.08
C -0.15 -0.70 -3.63  -0.25
N 0.82 0.34 -3.97  -0.62
C 2.00 0.40 -3.11  -0.24
C 3.28 0.69 -3.90  0.09
C 3.47 2.19 -4.16  -0.63
O 4.44 0.22 -3.21  -0.72
N -1.42 0.53 0.15  -0.43
C -2.87 0.67 0.50  -0.24
C -3.40 2.08 0.18  -0.45
C -4.58 2.08 -0.81  -0.52
S -4.15 2.66 -2.48  -0.05
H 2.64 3.95 1.70  0.22
H 0.86 4.04 1.96  0.24
H 1.56 3.93 0.32  0.24
H 2.77 1.92 3.20  0.25
H 3.47 1.45 1.66  0.25
H 2.34 0.35 2.44  0.25
H -0.88 1.06 2.15  0.22
H -0.41 -1.08 2.56  0.29
H 1.07 -1.04 1.49  0.25
H 0.86 -3.70 0.90  -0.04
H 1.32 -2.26 -0.80  -0.10
H -0.36 -4.97 -1.02  0.39
H -0.46 -3.31 2.57  0.39
H -1.55 -2.57 3.54  0.43
H -3.58 -4.01 0.98  0.50
H 0.08 -0.42 -0.84  0.18
H -1.13 0.82 -2.48  0.15
H -2.25 -0.14 -3.41  0.21
H -0.52 -1.15 -4.56  0.21
H 0.34 -1.51 -3.07  0.21
H 0.36 1.24 -3.96  0.35
H 1.92 1.19 -2.34  0.17
H 2.14 -0.54 -2.57  0.18
H 3.25 0.17 -4.85  0.18
H 3.97 2.64 -3.30  0.22
H 4.11 2.35 -5.02  0.22
H 2.52 2.69 -4.36  0.20
H 4.19 -0.18 -2.37  0.46
H -1.21 1.37 -0.40  0.46
H -3.41 -0.12 -0.02  0.24
H -2.98 0.45 1.56  0.24
H -3.75 2.51 1.12  0.23
H -2.60 2.73 -0.18  0.22
H -5.37 2.73 -0.43  0.24
H -5.01 1.09 -0.91  0.23
H -4.48 3.94 -2.30  0.13
F 1.73 -2.26 3.89  -0.62
P 1.17 -2.20 5.48  2.61
F 1.34 -3.81 5.34  -0.58
F -0.27 -1.76 4.74  -0.63
F 0.18 -2.48 6.72  -0.58
F 1.53 -0.60 5.37  -0.59
F 2.40 -2.22 6.53  -0.58

=====

# 3
C15H36FNO12P2S | the ωB97M-V functional and the def2-TZVPD basis

frontier orbital gap: 8.654 eV
molar mass: 535.461 g mol⁻¹
highest occupied orbital energy: -0.3705 Eh
total energy: -74326.2592 eV
charge: 0

Each line ends with the natural charge from an NBO analysis.
Atoms and positions in Å:
N 2.14 -4.63 -4.17  -0.82
C 0.91 -4.77 -5.01  -0.25
C 0.17 -3.39 -4.90  -0.09
O -0.70 -3.53 -3.71  -0.53
C -1.99 -3.61 -4.13  0.56
O -2.54 -2.66 -4.51  -0.44
S -2.99 -5.17 -4.08  2.27
O -2.97 -5.69 -2.75  -0.88
O -4.27 -4.90 -4.60  -0.86
F -2.33 -6.28 -5.04  -0.47
H 1.79 -4.28 -3.28  0.35
H 2.48 -5.58 -4.04  0.36
H 0.26 -5.56 -4.56  0.19
H 1.15 -5.04 -6.06  0.20
H 0.89 -2.57 -4.72  0.22
H -0.42 -3.19 -5.81  0.20
C -0.09 0.37 -1.89  -0.64
C 1.12 -0.52 -2.01  -0.07
O 2.33 0.17 -1.69  -0.81
P 2.63 0.56 -0.11  2.41
O 3.00 -0.84 0.34  -0.91
O 4.18 1.13 -0.23  -0.83
C 5.20 0.64 0.63  -0.06
C 6.05 -0.40 -0.08  -0.63
O 2.06 2.10 -0.39  -0.82
C 2.74 3.10 -1.16  -0.04
C 2.95 2.77 -2.62  -0.64
H -0.25 0.68 -0.85  0.20
H -0.99 -0.15 -2.23  0.22
H 0.03 1.29 -2.47  0.21
H 1.02 -1.41 -1.38  0.18
H 1.22 -0.86 -3.04  0.18
H 4.78 0.24 1.55  0.19
H 5.83 1.49 0.92  0.18
H 5.43 -1.13 -0.61  0.22
H 6.69 -0.93 0.62  0.21
H 6.68 0.08 -0.83  0.20
H 3.68 3.37 -0.68  0.19
H 2.11 3.99 -1.10  0.19
H 3.70 1.99 -2.75  0.23
H 3.31 3.66 -3.15  0.22
H 2.03 2.44 -3.09  0.21
C -0.37 2.08 1.57  -0.66
C -1.78 2.65 1.60  -0.07
O -2.53 2.15 2.70  -0.80
P -2.16 2.66 4.22  2.43
O -2.73 4.06 4.14  -0.93
O -3.40 2.00 5.09  -0.84
C -4.16 2.81 5.99  -0.06
C -5.48 3.21 5.34  -0.63
O -1.24 1.31 4.52  -0.81
C -1.77 0.00 4.74  -0.04
C -2.51 -0.61 3.58  -0.64
H 0.21 2.40 2.44  0.20
H 0.15 2.39 0.67  0.24
H -0.40 0.98 1.59  0.20
H -1.75 3.74 1.64  0.18
H -2.31 2.36 0.69  0.19
H -3.59 3.68 6.31  0.19
H -4.36 2.21 6.88  0.17
H -5.33 3.57 4.33  0.22
H -5.97 3.99 5.93  0.21
H -6.15 2.35 5.28  0.20
H -2.37 -0.02 5.65  0.19
H -0.90 -0.63 4.95  0.19
H -3.47 -0.11 3.41  0.23
H -2.72 -1.66 3.77  0.22
H -1.93 -0.54 2.66  0.21

=====

# 4
C15H36NO7Sr | the ωB97M-V functional and the def2-TZVPD basis

frontier orbital gap: 5.530 eV
molar mass: 430.073 g mol⁻¹
highest occupied orbital energy: -0.3172 Eh
total energy: -32792.1102 eV
charge: +1

Each line ends with the Mulliken charge.
Atoms and positions in Å:
Sr -1.86 -1.12 -0.77  1.41
C 1.61 0.00 -1.77  -1.54
C 2.07 0.61 -0.46  1.64
C 2.72 1.94 -0.81  -1.10
C 3.15 2.73 0.41  -0.65
C 1.92 2.96 1.30  -1.38
C 1.18 1.67 1.67  1.65
N 0.96 0.88 0.45  0.40
O 0.09 -0.19 0.62  0.24
C -0.22 2.11 2.16  -1.85
C 1.96 0.93 2.78  -1.72
C 3.12 -0.33 0.13  -1.76
H 0.91 0.53 -2.41  0.00
H 1.20 -1.01 -1.65  -0.02
H 2.46 -0.30 -2.40  0.52
H 2.03 2.59 -1.37  0.20
H 3.59 1.88 -1.47  0.44
H 3.64 3.67 0.15  0.47
H 3.91 2.20 1.00  0.29
H 1.22 3.63 0.80  0.37
H 2.19 3.51 2.20  0.33
H -0.61 2.89 1.50  0.38
H -0.22 2.46 3.19  0.50
H -0.91 1.28 2.01  0.13
H 1.72 1.38 3.76  0.53
H 3.03 1.10 2.68  0.39
H 1.74 -0.12 2.90  0.18
H 3.92 -0.59 -0.57  0.47
H 2.67 -1.30 0.38  0.24
H 3.63 0.01 1.02  0.28
C -2.53 -1.61 2.84  -0.46
C -3.90 -1.66 2.20  -0.54
O -3.90 -0.93 0.93  -0.33
O -1.53 -2.12 1.97  -0.48
H -2.62 -2.25 3.72  0.35
H -2.28 -0.63 3.23  0.28
H -4.63 -1.18 2.86  0.43
H -4.20 -2.68 1.98  0.30
H -4.78 -0.54 0.88  0.20
H -0.72 -1.58 2.00  0.21
C -2.86 1.78 -1.60  -0.72
C -1.87 1.67 -2.76  -0.37
O -1.55 0.30 -2.94  -0.42
O -2.27 1.38 -0.36  -0.50
H -3.73 1.13 -1.72  0.33
H -3.17 2.83 -1.61  0.38
H -0.95 2.22 -2.50  0.30
H -2.33 2.15 -3.63  0.44
H -0.92 0.17 -3.66  0.26
H -1.37 1.76 -0.28  0.15
C -0.33 -3.67 -2.65  -0.61
C 0.49 -3.89 -1.42  -0.61
O -0.24 -3.49 -0.28  -0.40
O -0.76 -2.30 -2.79  -0.28
H -1.19 -4.34 -2.57  0.40
H 0.32 -3.93 -3.49  0.33
H 1.49 -3.44 -1.46  0.32
H 0.77 -4.95 -1.35  0.47
H 0.10 -3.87 0.54  0.22
H -1.37 -2.32 -3.54  0.28